The following is a DFT calculation (ωB97M-V with the def2-TZVPD basis set) of a structure of composition C3H9N3O2 at a distorted geometry.

Geometry as XYZ:
```
17
Properties=species:S:1:pos:R:3:mulliken_charge:R:1
C 0.32049 -0.80607 -0.75468 -0.52
C 0.20167 0.26863 -1.81129 -1.26
N -0.77375 -1.97436 0.96382 0.28
O -0.11329 -2.87706 1.14784 -0.17
H 1.34109 -1.02991 -0.44277 0.35
H -0.14481 -1.71771 -1.12078 0.40
H 0.71319 -0.03683 -2.73170 0.38
H 0.64808 1.21049 -1.48819 0.33
H -0.84363 0.44090 -2.08817 0.29
C -0.12475 0.29908 1.02503 0.47
N 1.03435 1.10893 0.97186 -0.39
N -1.29094 1.02600 0.75110 -0.54
O -0.20419 -0.57344 2.00088 -0.61
H -1.30295 1.49946 -0.14096 0.25
H -2.12558 0.48075 0.90987 0.24
H 1.80582 0.65642 1.44207 0.24
H 0.85920 2.02474 1.36608 0.26
```

**Total charge**: 0
**E_LUMO (spin up / spin down)**: -0.372 / -0.376 eV
**Energy relative to the best compared isomer or geometry (same formula, charge and spin)**: 636.26 kJ/mol
**Orbital gap (spin up / spin down)**: 0.272 / 0.272 hartree
**Highest occupied orbital energy (spin up / spin down)**: -7.77 / -7.77 eV


The following is a DFT calculation (ωB97M-V with the def2-TZVPD basis set) of a cluster of 6 separate species, BrH10O5 in total at a distorted geometry.

Geometry as XYZ:
```
16
Properties=species:S:1:pos:R:3:mulliken_charge:R:1
Br -0.25454 0.18095 -0.13319 -1.00
O 0.63517 -2.61357 -1.61496 -0.51
H 1.28974 -2.27377 -2.00253 0.23
H 0.23309 -1.86793 -1.33906 0.28
O -1.06150 -0.79679 2.68666 -0.57
H -1.34110 -1.67773 2.69711 0.28
H -1.03542 -0.48318 1.82872 0.31
O 0.49125 3.22309 1.27737 -0.64
H -0.01015 3.37837 2.08732 0.30
H 0.35116 2.25823 1.14412 0.31
O -2.30499 1.16315 -2.67595 -0.60
H -1.74589 0.96498 -1.91740 0.31
H -3.12785 0.93140 -2.43005 0.28
O 2.77213 -0.85787 0.45667 -0.54
H 2.01154 -0.33410 0.19938 0.31
H 3.09737 -1.19521 -0.26421 0.25
```

**Total charge**: -1
**E_LUMO**: 3.678 eV
**Energy relative to the best compared isomer or geometry (same formula, charge and spin)**: 161.94 kJ/mol
**Orbital gap**: 0.342 hartree
**Highest occupied orbital energy**: -5.64 eV


The following is a DFT calculation (ωB97M-V with the def2-TZVPD basis set) of a cluster of 9 separate species, C4H22O10 in total at a distorted geometry.

Geometry as XYZ:
```
36
Properties=species:S:1:pos:R:3:lowdin_spin:R:1
O -0.79693 -0.57387 -3.91065 0.72
C -0.22306 0.30662 -3.31943 0.12
C 0.65735 -0.03372 -2.18358 0.07
C 0.93327 -1.51257 -2.03813 0.00
C 2.14915 -1.82751 -1.21647 0.00
O 2.72540 -0.90636 -0.66649 0.02
H -0.48343 1.32243 -3.70980 0.07
H 1.61099 0.51634 -2.30730 0.00
H 0.38057 0.33844 -1.18541 0.00
H 0.89915 -2.13660 -2.93925 0.00
H 0.12242 -2.09361 -1.52200 0.00
H 2.63336 -2.79361 -1.31566 0.00
H 0.26842 2.47842 1.40231 0.00
H 0.78625 1.68084 2.49148 0.00
O -0.08545 1.98975 2.16006 0.00
H -1.30570 0.27231 2.86886 0.00
H -2.36725 -0.61242 2.26842 0.00
O -2.04957 -0.28280 3.13267 0.00
H -1.81260 1.72088 1.61365 0.00
H -3.24204 1.37355 1.78429 0.00
O -2.62032 1.60330 1.07754 0.00
H -2.64458 -2.45696 0.76987 0.00
H -2.93252 -0.96745 0.34738 0.00
O -2.28420 -1.56650 0.72961 0.00
H 3.00767 2.52954 -1.37561 0.00
H 2.82160 1.15411 -0.61247 0.00
O 2.55104 2.08098 -0.66271 0.00
H -2.29466 1.61660 -0.73292 0.00
H -1.86509 2.77736 -1.69735 0.00
O -1.87067 1.82531 -1.59720 0.00
H 0.88170 -3.14283 1.33661 0.00
H 0.77610 -1.49297 1.44336 0.00
O 1.16491 -2.27833 1.04021 0.00
H 1.69242 0.04628 2.22015 0.00
H 1.64098 -0.88570 3.27994 0.00
O 1.17532 -0.06925 3.02602 0.00
```

**Total charge**: +1
**E_LUMO (spin up / spin down)**: -5.295 / -9.120 eV
**Multiplicity**: 2
**<S²>**: 0.76
**Orbital gap (spin up / spin down)**: 0.283 / 0.142 hartree
**Highest occupied orbital energy (spin up / spin down)**: -12.98 / -12.98 eV